DFT (ωB97M-V/def2-TZVPD) results for a 2-piece molecular cluster, C3H10NOS overall at a distorted geometry.

Output
Highest occupied orbital energy   -2.47 eV
Charge   -1
HOMO-LUMO gap   6.2 eV

Element x y z (Å)
S: -1.199 1.334 1.600
O: -1.833 -2.630 -0.027
N: 1.026 -0.365 -1.314
C: 2.420 -0.560 -1.686
C: 0.728 0.185 0.047
C: -0.206 1.407 0.058
H: 2.679 -0.114 -2.653
H: 2.721 -1.615 -1.676
H: 1.669 0.364 0.566
H: 0.407 2.316 0.063
H: 0.181 -0.592 0.574
H: -2.399 -2.022 -0.496
H: -0.819 1.459 -0.850
H: 0.322 -0.141 -1.977
H: 2.999 -0.122 -0.875
H: -1.084 -2.048 0.106

---

DFT (ωB97M-V/def2-TZVPD) results for a 2-piece molecular cluster, C3H10NOS overall at a distorted geometry.

Output
Highest occupied orbital energy   -2.87 eV
Charge   -1
HOMO-LUMO gap   7.0 eV

Element x y z (Å)
S: 1.474 0.562 -0.936
O: 1.634 -2.083 0.728
N: -1.802 -0.570 1.798
C: -1.694 -0.249 0.361
C: -1.138 1.105 -0.056
C: -0.242 1.089 -1.305
H: 2.468 -1.602 0.821
H: -0.286 2.093 -1.722
H: -0.955 -0.932 -0.083
H: 1.265 -1.415 0.073
H: -0.672 0.330 -1.967
H: -0.840 -0.654 2.127
H: -2.643 -0.552 -0.082
H: -1.936 1.853 -0.235
H: -2.170 0.227 2.285
H: -0.594 1.522 0.799

---

DFT (ωB97M-V/def2-TZVPD) results for a 2-piece molecular cluster, C3H10NOS overall at a distorted geometry.

Output
Highest occupied orbital energy (spin up / spin down)   -9.84 / -9.43 eV
Charge   0
Spin multiplicity   2
<S²>   0.753
HOMO-LUMO gap (spin up / spin down)   10.5 / 7.1 eV

Element x y z (Å)
S: 0.849 -0.277 -1.398
O: 0.429 -3.191 -2.636
N: 0.636 -0.099 1.589
C: -0.042 1.001 1.030
C: 0.527 1.344 -0.423
C: -1.566 0.805 0.938
H: 0.549 -0.769 0.922
H: 1.031 -2.570 -2.158
H: -2.062 0.496 1.858
H: 0.181 1.825 1.713
H: -1.805 -0.121 0.290
H: 0.478 -3.983 -2.174
H: -2.152 1.705 0.496
H: -0.200 1.977 -1.034
H: 1.451 1.856 -0.407
H: 1.697 0.000 1.395

---

DFT (ωB97M-V/def2-TZVPD) results for a single C3H10NP molecule at a distorted geometry.

Output
Highest occupied orbital energy   -7.91 eV
Charge   0
HOMO-LUMO gap   8.6 eV
Structure (SMILES)   CP(C)(C)=N

Element x y z (Å)
P: -0.575 -0.097 -0.068
N: -2.377 -0.102 -0.538
C: -0.159 -0.902 1.567
C: 0.321 -1.002 -1.306
C: 0.463 1.315 0.106
H: 0.210 1.919 1.099
H: -2.580 0.800 -0.309
H: -0.478 -0.127 2.200
H: -0.316 -1.886 -1.304
H: 0.282 2.037 -0.663
H: 1.514 1.090 0.029
H: 1.358 -1.171 -1.028
H: 0.775 -1.284 1.814
H: -0.693 -1.871 1.608
H: 0.201 -0.541 -2.320

---

DFT (ωB97M-V/def2-TZVPD) results for a 2-piece molecular cluster, C3H10NPSi overall at a distorted geometry.

Output
Highest occupied orbital energy (spin up / spin down)   -7.06 / -7.05 eV
Charge   0
HOMO-LUMO gap (spin up / spin down)   7.1 / 6.8 eV

Element x y z (Å)
P: -5.388 -0.482 -0.042
Si: 0.588 0.066 -0.203
N: -5.079 -0.203 1.398
C: 0.525 0.394 -2.137
C: 1.863 1.194 0.670
C: 1.101 -1.547 0.648
H: 1.077 -2.401 -0.005
H: 1.360 2.127 1.015
H: 2.748 1.461 0.143
H: 1.172 1.063 -2.589
H: -0.487 0.861 -2.230
H: 0.423 -1.754 1.377
H: -4.509 0.391 1.906
H: 1.926 0.712 1.645
H: 2.044 -1.339 1.100
H: 0.636 -0.542 -2.695

---

DFT (ωB97M-V/def2-TZVPD) results for a 2-piece molecular cluster, C3H10NS overall at a distorted geometry.

Output
Highest occupied orbital energy (spin up / spin down)   4.49 / 0.52 eV
Charge   -2
Spin multiplicity   2
<S²>   0.751
HOMO-LUMO gap (spin up / spin down)   2.1 / 6.0 eV

Element x y z (Å)
S: -0.337 -1.670 0.495
N: 0.681 2.115 0.051
C: 1.570 1.249 0.809
C: -1.529 -2.956 0.078
C: -0.247 1.418 -0.848
H: -1.492 -3.302 -0.967
H: 2.319 1.880 1.335
H: 0.957 0.703 1.523
H: 1.191 2.841 -0.446
H: -0.986 2.168 -1.142
H: 2.120 0.520 0.185
H: 0.250 0.980 -1.757
H: -0.642 0.499 -0.331
H: -1.306 -3.828 0.716
H: -2.549 -2.617 0.297

---

no.,energy (a.u.),M (g/mol)
1,-648.482085,108.186
2,-648.515230,108.186
3,-648.395367,108.186
4,-516.329244,91.094
5,-805.762603,119.180
6,-573.068124,92.187